[1]
The following is a DFT calculation (ωB97M-V with the def2-TZVPD basis set) of a structure of composition C29H31F2N8O2PZn at a distorted geometry.

```
74
C29H31F2N8O2PZn ωB97M-V with the def2-TZVPD basis set
Zn 12.6048 8.4924 12.2120
C 15.5081 7.8954 12.9322
N 14.8661 9.2383 12.8136
C 15.4690 10.1624 11.8310
C 14.8876 9.7314 10.5311
N 13.7262 9.0920 10.4311
C 13.5552 8.9526 9.0562
C 12.4342 8.4226 8.4101
C 12.3782 8.6092 7.0262
C 13.3976 9.2676 6.3483
C 14.5474 9.7575 6.9589
C 14.5430 9.6463 8.2858
N 15.4214 10.0879 9.3227
C 14.5354 7.0165 13.6573
N 13.2651 7.2322 13.5412
C 12.6200 6.3666 14.4309
C 11.3377 6.2178 14.8450
C 11.0791 5.3707 15.8606
C 12.1064 4.6826 16.5262
C 13.4489 4.8534 16.2010
C 13.6312 5.6882 15.0795
N 14.8638 6.0679 14.5355
H 16.4326 7.8831 13.5561
H 15.7441 7.5284 11.9365
H 14.7769 9.6918 13.6841
H 16.5495 10.1208 11.7440
H 15.2286 11.1950 12.0629
H 11.7127 7.7702 9.0288
H 11.4870 8.1813 6.5331
H 13.3494 9.4628 5.2644
H 15.3357 10.3355 6.3632
H 16.2006 10.6912 9.1015
H 10.5674 6.7795 14.3765
H 10.0611 5.2482 16.1420
H 11.7295 3.9946 17.3353
H 14.2531 4.3170 16.7178
H 15.8016 5.8727 14.7980
F 12.4562 14.0013 10.5114
C 11.6698 12.9263 10.5525
C 11.7426 12.1658 11.7279
C 11.2798 10.8263 11.7065
C 10.6134 10.3395 10.5760
C 10.3650 11.2986 9.5756
F 9.5942 10.9651 8.5658
C 10.9038 12.5293 9.4729
C 10.0248 8.9595 10.6493
C 8.8556 8.6167 9.9229
C 8.4253 7.3214 9.9052
C 9.1558 6.3427 10.6678
C 10.2830 6.7652 11.3675
N 10.8037 8.0204 11.2789
H 12.4549 12.3203 12.5434
H 10.7597 13.2154 8.6559
H 8.3661 9.5012 9.4732
H 7.5437 7.0109 9.4526
H 8.7874 5.3319 10.7559
H 10.8495 6.0581 11.8623
N 9.5897 11.2767 13.9557
C 9.0746 10.6208 15.2154
P 8.3162 9.0133 14.6794
O 7.1576 9.5809 13.6963
O 11.4403 10.0130 12.7831
C 7.2495 8.8211 16.2727
N 5.9480 9.4714 16.0095
H 10.0977 12.1581 14.0642
H 8.8144 11.4817 13.2391
H 10.3564 10.5298 13.6510
H 8.3734 11.3606 15.5356
H 9.9259 10.5767 15.8886
H 7.7169 9.2817 17.1934
H 7.1656 7.6925 16.3626
H 6.4231 9.9764 14.1688
H 5.6544 10.0985 16.7305
H 5.0307 8.9614 15.8101
```

Values from the calculation:
Charge: +2
ΔE to the lowest compared entry with this formula, charge and spin (kJ/mol): 300.9
Gap between HOMO and LUMO (eV): 8.67
LUMO energy (eV): -4.703
2S+1: 1

---

[2]
The following is a DFT calculation (ωB97M-V with the def2-TZVPD basis set) of a cluster of 5 separate species, C29H31F3N2O3 in total at a distorted geometry.

```
68
C29H31F3N2O3 ωB97M-V with the def2-TZVPD basis set
C -0.1263 -4.3352 4.7389
C 0.2036 -3.2491 4.0169
N 1.4800 -3.1720 3.3416
N 1.3990 -3.8171 2.0420
C 1.9259 -1.8456 3.3180
O 1.5616 -1.0204 4.0960
O 2.9195 -1.5723 2.3993
C 2.4812 -0.9936 1.1926
O 1.7047 0.1678 1.4576
C 0.6027 0.3186 0.6994
F 0.2575 1.6060 0.7302
F 0.7931 -0.0238 -0.5852
F -0.4357 -0.3969 1.1670
H -0.5720 -4.2662 5.7253
H 0.0798 -5.3375 4.3698
H -0.5178 -2.4550 3.8530
H 2.1848 -3.5776 1.4585
H 0.5063 -3.6363 1.5979
H 1.9299 -1.7270 0.6051
H 3.3771 -0.6953 0.6531
C 0.8396 2.7821 -4.1742
C 1.6924 2.7944 -5.2689
C 2.7660 1.9164 -5.3223
C 2.9877 1.0283 -4.2792
C 2.1389 1.0221 -3.1807
C 1.0643 1.8988 -3.1274
H -0.0009 3.4624 -4.1376
H 1.5196 3.4879 -6.0817
H 3.4294 1.9236 -6.1775
H 3.8225 0.3405 -4.3219
H 2.3165 0.3324 -2.3680
H 0.4009 1.8924 -2.2723
C 1.2247 -4.1912 -1.5308
C 1.7057 -4.8739 -2.6397
C 1.4996 -4.3605 -3.9122
C 0.8089 -3.1673 -4.0785
C 0.3196 -2.4885 -2.9723
C 0.5303 -3.0000 -1.6995
H 1.3913 -4.5933 -0.5386
H 2.2414 -5.8054 -2.5112
H 1.8773 -4.8913 -4.7764
H 0.6506 -2.7667 -5.0712
H -0.2237 -1.5609 -3.1013
H 0.1476 -2.4678 -0.8373
C -0.7157 2.1720 6.5969
C -0.1479 1.5161 5.5131
C -0.4402 1.9306 4.2223
C -1.3035 2.9969 4.0117
C -1.8777 3.6478 5.0952
C -1.5827 3.2363 6.3878
H -0.4833 1.8530 7.6050
H 0.5244 0.6831 5.6683
H 0.0094 1.4195 3.3818
H -1.5286 3.3208 3.0031
H -2.5547 4.4767 4.9323
H -2.0289 3.7454 7.2327
C -2.4993 3.1448 -2.3360
C -2.6608 2.1527 -1.3789
C -3.8918 1.5310 -1.2246
C -4.9623 1.9043 -2.0252
C -4.8025 2.9018 -2.9770
C -3.5706 3.5216 -3.1334
H -1.5378 3.6263 -2.4591
H -1.8267 1.8644 -0.7523
H -4.0172 0.7559 -0.4794
H -5.9221 1.4184 -1.9065
H -5.6388 3.1963 -3.5977
H -3.4456 4.2985 -3.8768
```

Values from the calculation:
Charge: 0
ΔE to the lowest compared entry with this formula, charge and spin (kJ/mol): 410.2
Gap between HOMO and LUMO (eV): 9.32
LUMO energy (eV): 0.280
2S+1: 1
SMILES: C=CN(N)C(=O)OCOC(F)(F)F.c1ccccc1.c1ccccc1.c1ccccc1.c1ccccc1

---

[3]
The following is a DFT calculation (ωB97M-V with the def2-TZVPD basis set) of a cluster of 2 separate species, C29H31N2S in total at a distorted geometry.

```
63
C29H31N2S ωB97M-V with the def2-TZVPD basis set
C 0.9124 0.7750 2.9334
C 2.1830 0.1793 2.6493
C 3.3581 0.9711 2.5238
C 4.5855 0.3799 2.2644
C 4.6810 -1.0104 2.1119
C 3.5325 -1.8058 2.2080
C 2.2994 -1.2263 2.4720
C -0.2740 0.2080 2.4749
C -1.4974 0.8716 2.4262
C -2.7470 0.2142 2.1926
C -3.9191 1.0019 2.0500
C -5.1667 0.4105 1.9156
C -5.2797 -0.9897 1.8738
C -4.1294 -1.7894 1.9702
C -2.8748 -1.2048 2.1208
H 0.8968 1.7579 3.3952
H 3.2523 2.0540 2.6272
H 5.4736 1.0074 2.1765
H 5.6493 -1.4736 1.9205
H 3.5927 -2.8854 2.0641
H 1.4047 -1.8441 2.5717
H -0.2322 -0.8067 2.0654
H -1.4992 1.9646 2.5228
H -3.7957 2.0866 2.0516
H -6.0507 1.0426 1.8256
H -6.2579 -1.4524 1.7443
H -4.2121 -2.8763 1.9118
H -1.9834 -1.8307 2.1904
C -1.3768 3.8010 7.1771
C -0.5946 2.9047 6.2120
C -1.4080 1.6295 5.9638
C -0.4050 3.6775 4.9110
C 0.8098 2.5672 6.7684
C 0.7452 2.1007 8.2061
C 2.0680 1.6101 8.7403
N 2.7518 0.8006 7.7233
C 3.8033 -0.0793 8.0205
C 4.2587 -0.7468 6.8801
C 5.2099 -1.7633 6.9784
C 5.6496 -2.1446 8.2566
C 5.1672 -1.4927 9.4043
C 4.2476 -0.4387 9.2903
S 3.4203 -0.2176 5.4668
C 2.4072 0.8873 6.4000
N 1.4723 1.6076 5.8756
H -0.8034 4.7046 7.4260
H -2.3139 4.1187 6.7011
H -1.6414 3.2781 8.1046
H -0.8416 0.9189 5.3548
H -1.6976 1.1417 6.9019
H -2.3244 1.8862 5.4188
H 0.2939 3.1606 4.2537
H -1.3654 3.7747 4.3919
H -0.0106 4.6812 5.1131
H 1.3975 3.5111 6.7406
H 0.3969 2.9254 8.8370
H -0.0032 1.3003 8.2813
H 2.7136 2.4486 9.0440
H 1.9058 0.9804 9.6178
H 5.5619 -2.2406 6.0626
H 6.3629 -2.9656 8.3529
H 5.5009 -1.8121 10.3920
H 3.8523 0.0832 10.1616
```

Values from the calculation:
Charge: +1
ΔE to the lowest compared entry with this formula, charge and spin (kJ/mol): 7.6
Gap between HOMO and LUMO (eV): 4.55
LUMO energy (eV): -5.354
2S+1: 1

---

[4]
The following is a DFT calculation (ωB97M-V with the def2-TZVPD basis set) of a structure of composition C29H32Cl2FFeN7O2Si.

```
75
C29H32Cl2FFeN7O2Si ωB97M-V with the def2-TZVPD basis set
Fe -0.0498 -0.2282 -0.2106
Cl -4.3510 0.8444 4.9187
C -3.2117 0.0642 3.9025
C -2.2061 0.7854 3.3447
C -1.2480 0.1487 2.5044
N -0.1888 0.7410 1.9757
C -0.1016 2.1128 1.7571
O 0.8444 2.7764 2.1096
C -1.2073 2.6142 0.8710
C -1.7441 3.8806 0.9688
C -2.7661 4.2182 0.0926
C -3.1766 3.2894 -0.8478
C -2.5547 2.0504 -0.8846
N -1.5953 1.7040 -0.0331
C -1.3828 -1.2709 2.2227
C -2.4170 -1.9936 2.8401
C -3.3115 -1.3465 3.6553
Cl -4.5689 -2.2458 4.3815
N -0.4627 -1.7174 1.3318
C -0.3014 -3.0436 1.0118
O -0.8377 -4.0087 1.5167
C 0.7493 -3.2111 -0.0603
C 1.0345 -4.4574 -0.5816
C 2.0190 -4.5516 -1.5547
C 2.6771 -3.4017 -1.9579
C 2.3136 -2.1909 -1.3906
N 1.3680 -2.0914 -0.4542
H -2.1153 1.8412 3.5626
H -1.3681 4.5742 1.7082
H -3.2318 5.1933 0.1430
H -3.9602 3.5199 -1.5558
H -2.8266 1.3088 -1.6238
H -2.5149 -3.0517 2.6622
H 0.4895 -5.3167 -0.2174
H 2.2647 -5.5089 -1.9948
H 3.4499 -3.4304 -2.7131
H 2.7861 -1.2644 -1.6946
C -0.1148 -1.9124 -4.1223
Si -1.0880 -0.7109 -3.0749
C -2.2612 0.1779 -4.2205
C -2.0925 -1.7087 -1.8219
N -0.0625 0.2971 -2.1123
C 0.4032 1.5853 -2.3155
C 0.0349 2.4703 -3.3395
C 0.5209 3.7713 -3.3815
C 1.3926 4.2539 -2.4141
C 1.8015 3.4031 -1.3939
C 1.3069 2.1273 -1.4048
F 1.7077 1.2458 -0.3952
H -0.6200 -2.8781 -4.2125
H 0.8721 -2.0839 -3.6967
H 0.0230 -1.5234 -5.1341
H -3.0010 -0.5318 -4.5997
H -1.7267 0.5803 -5.0838
H -2.8020 1.0018 -3.7510
H -1.5474 -2.5939 -1.4840
H -3.0223 -2.0758 -2.2640
H -2.3904 -1.1229 -0.9416
H -0.6466 2.1274 -4.1049
H 0.2060 4.4222 -4.1869
H 1.7583 5.2699 -2.4534
H 2.4760 3.7186 -0.6096
N 4.8174 -0.6889 3.2220
C 3.7894 -0.0478 4.0441
C 2.4487 -0.6878 3.7240
N 2.2818 -0.6704 2.2406
H 5.6398 -0.1067 3.1354
H 3.1927 -0.9314 1.8406
H 5.1186 -1.5658 3.6323
H 3.7445 1.0101 3.7786
H 3.9695 -0.1173 5.1186
H 1.6176 -0.1413 4.1636
H 2.4140 -1.7270 4.0493
H 1.4958 -1.2562 1.9146
H 2.0466 0.2844 1.9490
```

Values from the calculation:
Charge: +1
ΔE to the lowest compared entry with this formula, charge and spin (kJ/mol): 0.0
Gap between HOMO and LUMO (alpha / beta) (eV): 7.08 / 5.06
LUMO energy (alpha / beta) (eV): -2.716 / -4.845
2S+1: 6

---

[5]
The following is a DFT calculation (ωB97M-V with the def2-TZVPD basis set) of a structure of composition C29H32CrN5S2Si.

```
70
C29H32CrN5S2Si ωB97M-V with the def2-TZVPD basis set
Cr -0.2225 0.6936 0.2787
C -2.0380 5.6654 -0.9296
S -2.6038 4.9492 0.6168
C -1.8261 3.3832 0.6575
S -0.8276 2.8435 -0.6248
N -2.1295 2.7540 1.7688
N -1.5788 1.4954 1.7884
C -1.5971 0.8724 2.9102
C -0.9844 -0.4658 2.9592
C -1.1792 -1.2825 4.0589
C -0.7203 -2.5922 4.0013
C -0.1135 -3.0288 2.8412
C 0.0631 -2.1377 1.7876
N -0.3254 -0.8663 1.8490
H -2.5509 6.6242 -0.9971
H -2.3174 5.0525 -1.7823
H -0.9632 5.8269 -0.9274
H -2.0625 1.3065 3.7915
H -1.7042 -0.9068 4.9255
H -0.8626 -3.2581 4.8419
H 0.2317 -4.0466 2.7281
H 0.5310 -2.4548 0.8690
N 1.1860 1.8248 1.5205
C 2.3290 1.0088 1.7985
C 2.6119 0.6352 3.1031
C 3.6808 -0.2092 3.3618
C 4.4628 -0.6664 2.3105
C 4.1676 -0.2819 1.0118
C 3.0963 0.5609 0.7243
C 2.7352 0.9428 -0.6618
C 3.7648 1.1826 -1.5777
C 3.4788 1.4131 -2.9095
C 2.1535 1.3949 -3.3276
C 1.1387 1.1694 -2.4149
C 1.3911 0.9489 -1.0579
H 0.8023 2.2076 2.3754
H 1.3828 2.5876 0.8771
H 1.9977 1.0077 3.9155
H 3.9014 -0.5015 4.3797
H 5.2968 -1.3280 2.5010
H 4.7605 -0.6639 0.1901
H 4.7933 1.1902 -1.2355
H 4.2780 1.6010 -3.6147
H 1.9139 1.5532 -4.3720
H 0.1134 1.1396 -2.7686
C -3.3786 -1.3905 0.6254
Si -2.7666 -0.7035 -1.0236
C -3.5529 0.9881 -1.2038
C -3.6358 -1.7508 -2.3184
N -1.0275 -0.6316 -1.0407
C -0.2311 -1.5658 -1.7155
C 1.0168 -1.9980 -1.2317
C 1.8050 -2.9170 -1.9037
C 1.3908 -3.4591 -3.1105
C 0.1782 -3.0303 -3.6284
C -0.6053 -2.1047 -2.9589
H -4.4368 -1.6523 0.5491
H -3.2920 -0.6574 1.4285
H -2.8360 -2.2928 0.9195
H -4.5984 0.8320 -1.4841
H -3.0772 1.5868 -1.9810
H -3.5497 1.5778 -0.2863
H -4.6989 -1.7015 -2.0691
H -3.3374 -2.7995 -2.3198
H -3.5193 -1.3636 -3.3312
H 1.4043 -1.5796 -0.3143
H 2.7605 -3.1973 -1.4756
H 2.0014 -4.1774 -3.6404
H -0.1648 -3.4009 -4.5873
H -1.5040 -1.7558 -3.4398
```

Values from the calculation:
Charge: 0
ΔE to the lowest compared entry with this formula, charge and spin (kJ/mol): 57.7
Gap between HOMO and LUMO (alpha / beta) (eV): 5.99 / 6.03
LUMO energy (alpha / beta) (eV): -0.923 / -1.056
2S+1: 4

---

[6]
The following is a DFT calculation (ωB97M-V with the def2-TZVPD basis set) of a structure of composition C29H32CsF4N5O4 at a distorted geometry.

```
75
C29H32CsF4N5O4 ωB97M-V with the def2-TZVPD basis set
Cs -0.6219 0.8562 -0.1378
C 2.4013 -2.0420 2.3052
C 1.9640 -2.7540 1.0297
N 0.5266 -2.7250 0.8129
C 0.1966 -3.2823 -0.4891
C -1.2154 -2.9408 -0.9478
C -0.2340 -3.3370 1.8972
C -0.9348 -2.3172 2.7902
N -1.9733 -1.6650 2.0243
C -2.7153 -0.7381 2.5672
C -3.7186 -0.0881 1.7638
F -3.8333 -0.4871 0.4682
C -4.5473 0.9004 2.2148
F -5.4592 1.4326 1.3645
C -4.4977 1.3803 3.5186
C -3.5447 0.7909 4.3337
F -3.4411 1.2231 5.6192
C -2.7012 -0.2042 3.9085
F -1.8124 -0.6939 4.8284
H 3.4923 -1.9859 2.3267
H 2.0630 -2.5662 3.2006
H 1.9963 -1.0317 2.3199
H 2.3388 -3.7996 1.0571
H 2.4383 -2.2516 0.1857
H 0.3309 -4.3837 -0.4912
H 0.8994 -2.8750 -1.2203
H -1.9709 -3.2772 -0.2389
H -1.4112 -3.4012 -1.9213
H -1.3167 -1.8634 -1.0431
H 0.4171 -3.9718 2.5205
H -1.0068 -3.9887 1.4804
H -0.1902 -1.5988 3.1533
H -1.3416 -2.8489 3.6647
H -5.1350 2.1776 3.8677
O 3.6495 -0.6868 -1.8595
C 2.4883 -0.2657 -1.7255
O 1.9578 0.1948 -0.6814
C 1.6151 -0.2957 -2.9836
C 2.2465 -0.2101 -4.2433
C 1.4833 -0.1753 -5.3734
C 0.0779 -0.2497 -5.2681
C -0.7899 -0.2136 -6.3813
C -2.1449 -0.2908 -6.2075
C -2.6871 -0.4107 -4.9124
C -1.8760 -0.4477 -3.8127
C -0.4694 -0.3622 -3.9550
N 0.3102 -0.3766 -2.8474
H 3.3257 -0.1708 -4.2757
H 1.9367 -0.0890 -6.3555
H -0.3634 -0.1177 -7.3743
H -2.7960 -0.2537 -7.0727
H -3.7614 -0.4639 -4.7867
H -2.2994 -0.5398 -2.8204
C 4.6199 2.3510 1.8556
C 3.2129 2.2509 2.3454
C 2.5553 2.8169 3.4181
C 1.2315 2.3269 3.3475
N 1.1119 1.4965 2.3251
N 2.3119 1.4640 1.7271
C 0.0513 2.6326 4.2155
H 5.1474 3.1536 2.3676
H 4.6395 2.5355 0.7804
H 5.1521 1.4130 2.0307
H 2.9521 3.5044 4.1489
H 2.4330 0.9299 0.8547
H 0.3740 3.0141 5.1840
H -0.5377 1.7252 4.3517
H -0.5909 3.3751 3.7383
C 0.1011 3.5564 -3.2524
O 0.0904 4.2513 -2.0063
C -0.8936 3.8945 -1.0542
O -1.6265 2.9649 -1.4159
H 0.6066 4.1876 -3.9852
H -0.9146 3.3403 -3.5918
H 0.6270 2.5976 -3.1820
```

Values from the calculation:
Charge: -2
ΔE to the lowest compared entry with this formula, charge and spin (kJ/mol): 0.0
Gap between HOMO and LUMO (eV): 5.04
LUMO energy (eV): 3.926
2S+1: 1